Here is C5H7FO2 in the gas phase from the OMol25 dataset. Energies are from ωB97M-V with the def2-TZVPD basis set.

```
15
Properties=species:S:1:pos:R:3:mulliken_charge:R:1
C -1.6490 0.5476 -0.6271 -0.55
C -0.2516 0.1467 -0.2268 0.73
C 0.3163 -1.1545 -0.8171 -0.85
C 0.1772 -0.9404 0.6681 0.05
C 1.4313 0.8566 0.9831 -0.24
H -2.0466 1.4185 -0.0915 0.27
H -2.2217 -0.3290 -0.5211 0.29
H 1.2314 -1.0697 -1.3470 0.24
H -0.4127 -1.8242 -1.2453 0.27
H -0.5284 -1.5560 1.1884 0.36
H 1.0140 1.3653 1.8725 0.26
H 2.4282 1.0791 0.9720 0.28
O 1.3670 -0.5482 1.2963 -0.41
O 0.7514 1.1321 -0.1379 -0.41
F -1.6069 0.8761 -1.9667 -0.29
```

Output
Net charge: 0
LUMO in eV: 0.9501
Kohn-Sham gap in eV: 10.63
SMILES: FC[C@]12C[C@H]1OCO2
HOMO in eV: -9.68

=====

Here is C5H7FOS in the gas phase from the OMol25 dataset. Energies are from ωB97M-V with the def2-TZVPD basis set.

```
15
Properties=species:S:1:pos:R:3:mulliken_charge:R:1
C -0.6627 -0.2016 2.5655 -0.94
C 0.0076 -0.5774 0.4471 0.54
C 0.4516 0.1356 -0.8957 0.16
C 0.3344 -0.5251 -2.3627 -0.82
C 0.6697 1.5174 -0.8621 -0.46
H -1.7076 -0.6139 2.3815 0.29
H -0.4639 0.5264 3.2961 0.35
H 0.0030 -0.9013 2.8721 0.47
H -0.5438 -1.2074 -2.1715 0.25
H 1.3622 -1.1847 -2.4663 0.22
H 0.0523 0.3930 -3.2549 0.32
H 0.8894 2.0103 -1.7332 0.47
O -0.0075 0.4101 1.4147 -0.28
F 0.3450 2.2105 0.3171 -0.23
S -0.7295 -1.9919 0.4523 -0.32
```

Output
Net charge: 0
LUMO in eV: -0.1422
Kohn-Sham gap in eV: 8.91
SMILES: COC(=S)/C(C)=C\F
HOMO in eV: -9.05

=====

Here is C5H7FOS in the gas phase from the OMol25 dataset. Energies are from ωB97M-V with the def2-TZVPD basis set.

```
15
Properties=species:S:1:pos:R:3:mulliken_charge:R:1
C 2.0366 -0.2511 0.5938 -1.23
C 0.6795 0.2479 0.0470 0.69
C 0.7428 1.3272 -0.8311 -0.26
C -1.3810 -0.1049 1.1501 -0.33
C -1.4577 -1.2591 0.4411 -0.12
H 2.6107 0.6224 0.8599 0.35
H 1.8442 -0.8396 1.5133 0.34
H 2.5609 -0.8768 -0.2233 0.33
H 1.4003 2.2355 -0.5295 0.25
H 1.0394 1.0400 -1.9026 0.25
H -2.0451 0.1636 2.0544 0.28
H -2.2083 -2.1533 0.6004 0.31
O -0.1890 0.6578 1.1405 -0.38
F -0.6061 1.6795 -0.9578 -0.29
S -0.1223 -1.2706 -0.7051 -0.18
```

Output
Net charge: 0
LUMO in eV: 0.7842
Kohn-Sham gap in eV: 8.64
SMILES: C[C@]1(CF)OC=CS1
HOMO in eV: -7.85

=====

Here is C5H7FS in the gas phase from the OMol25 dataset. Energies are from ωB97M-V with the def2-TZVPD basis set.

```
14
Properties=species:S:1:pos:R:3:mulliken_charge:R:1
C -0.9089 -0.7007 0.4950 0.10
C -0.8679 0.0027 -0.8674 -0.75
C 0.6612 0.3022 -1.0302 -0.65
C 1.2064 0.5187 0.3600 -0.17
C 0.3055 -0.2008 1.2781 -0.41
H -0.8967 -1.8002 0.5033 0.29
H -1.3952 0.9818 -0.8985 0.29
H -1.3050 -0.6316 -1.6916 0.32
H 1.2185 -0.5220 -1.5115 0.31
H 0.8710 1.1855 -1.6824 0.31
H 2.3150 0.4799 0.4248 0.40
H 0.6605 -0.8431 2.0942 0.44
F -2.0903 -0.3730 1.1046 -0.32
S 0.2259 1.6005 1.4215 -0.15
```

Output
Net charge: 0
LUMO in eV: 0.9042
Kohn-Sham gap in eV: 9.85
SMILES: F[C@H]1CC[C@H]2S[C@@H]12
HOMO in eV: -8.94

=====

Here is C5H7FS2 in the gas phase from the OMol25 dataset. Energies are from ωB97M-V with the def2-TZVPD basis set.

```
15
Properties=species:S:1:pos:R:3:mulliken_charge:R:1
C -1.9435 -2.0955 0.3865 -0.12
C -1.6767 -0.7324 -0.3571 -0.82
C -0.2321 -0.1376 -0.5587 0.31
C 2.0190 1.3717 0.2394 -0.17
C 2.6494 2.4973 0.4085 -0.45
H -3.0775 -2.2170 0.4839 0.24
H -1.5444 -1.9550 1.5036 0.21
H -2.0624 -0.8021 -1.5207 0.32
H -2.3371 -0.0084 0.2433 0.33
H 2.8036 0.5374 0.0772 0.26
H 3.7227 2.5695 0.0635 0.20
H 2.3501 3.5690 0.7364 0.22
F -1.3968 -3.1844 -0.3399 -0.28
S 0.3855 -0.1480 -2.1503 -0.21
S 0.3402 0.7354 0.7845 -0.05
```

Output
Net charge: 0
LUMO in eV: -0.4679
Kohn-Sham gap in eV: 8.15
SMILES: C=CSC(=S)CCF
HOMO in eV: -8.62

=====

Here is 2 unconnected molecules or ions with the total composition C5H7I2NO from the OMol25 dataset. Energies are from ωB97M-V with the def2-TZVPD basis set.

```
16
Properties=species:S:1:pos:R:3:mulliken_charge:R:1
C 1.3407 0.2438 0.5718 1.17
C 2.5066 0.6346 0.0888 -0.64
C 0.2125 -0.0528 -0.2804 -0.71
C 1.1102 0.3338 2.0974 -1.02
C -0.8130 -0.0521 -2.4379 -0.88
N 0.3595 -0.0461 -1.5684 0.62
O 1.4848 0.0667 -2.1567 -0.68
I 4.4336 0.9849 -0.1223 0.43
I -1.4066 2.8174 0.2254 -0.73
H -0.6564 -0.4334 0.1431 0.54
H 0.4277 -0.5685 2.2736 0.29
H 0.5204 1.2903 2.3119 0.23
H 1.9982 0.3474 2.6775 0.42
H -0.5699 0.2469 -3.4499 0.32
H -1.1268 -1.1678 -2.7136 0.29
H -1.5789 0.3806 -1.8406 0.33
```

Output
Net charge: 0
LUMO (spin up / spin down) in eV: -2.6439 / -2.6447
Kohn-Sham gap (spin up / spin down) in eV: 4.26 / 4.26
HOMO (spin up / spin down) in eV: -6.91 / -6.91

=====

Here is 2 unconnected molecules or ions with the total composition C5H7N from the OMol25 dataset. Energies are from ωB97M-V with the def2-TZVPD basis set.

```
13
Properties=species:S:1:pos:R:3:mulliken_charge:R:1
N 0.8003 2.3349 1.4262 -0.41
C 0.4337 2.0078 0.3766 0.30
C -0.0528 1.6237 -0.9204 -0.12
C 0.3724 0.5297 -1.5495 -0.57
C 0.1696 -1.8678 0.6815 -0.64
C -0.7794 -1.1040 1.2099 -0.46
H -0.8110 2.2710 -1.3496 0.30
H -0.0338 0.2544 -2.5174 0.26
H 1.1118 -0.1317 -1.1116 0.25
H -0.0607 -2.6924 0.0105 0.26
H 1.2230 -1.6867 0.8871 0.32
H -0.5410 -0.2660 1.8610 0.29
H -1.8322 -1.2730 0.9957 0.22
```

Output
Net charge: 0
LUMO in eV: 0.4236
Kohn-Sham gap in eV: 10.47
SMILES: C=CC#N.C=C
HOMO in eV: -10.05

=====

Here is C5H7N in the gas phase from the OMol25 dataset. Energies are from ωB97M-V with the def2-TZVPD basis set.

```
13
Properties=species:S:1:pos:R:3:mulliken_charge:R:1
C 1.1375 1.3680 0.7446 -1.08
C 0.2033 0.3205 0.3071 0.68
C 0.6397 -0.9586 -0.1389 -0.59
N -0.4755 -1.5684 -0.6149 -0.05
C -1.5320 -0.6941 -0.7184 -0.37
C -1.1030 0.4525 -0.0963 -0.67
H 1.0168 1.7793 1.7399 0.28
H 2.0879 0.8550 0.6792 0.31
H 1.1764 2.2340 0.0021 0.24
H 1.5746 -1.4284 0.1406 0.32
H -0.4477 -2.4313 -1.1251 0.22
H -2.4522 -1.0384 -1.2368 0.36
H -1.8257 1.1101 0.3168 0.34
```

Output
Net charge: 0
LUMO in eV: 1.0697
Kohn-Sham gap in eV: 9.06
SMILES: Cc1cc[nH]c1
HOMO in eV: -7.99

=====

Here is C5H7N in the gas phase from the OMol25 dataset. Energies are from ωB97M-V with the def2-TZVPD basis set.

```
13
Properties=species:S:1:pos:R:3:mulliken_charge:R:1
C -2.2986 0.4337 0.1264 -1.17
C -0.8004 0.4212 0.1145 -0.01
C 0.0850 -0.2008 -0.6471 -0.44
C 1.4605 0.0245 -0.7615 0.09
C 2.0764 -0.2137 0.5586 -0.21
N 2.4141 -1.1137 -0.3882 -0.37
H -2.7549 -0.2102 -0.6280 0.31
H -2.6273 1.4654 -0.0531 0.29
H -2.6792 0.1518 1.1157 0.30
H 1.8561 0.7184 -1.4937 0.35
H 1.5897 -0.5082 1.4892 0.28
H -0.3605 1.0962 0.8633 0.31
H 2.0391 -2.0646 -0.2961 0.26
```

Output
Net charge: 0
LUMO (spin up / spin down) in eV: 0.3592 / -0.2404
Kohn-Sham gap (spin up / spin down) in eV: 8.58 / 7.58
HOMO (spin up / spin down) in eV: -8.23 / -7.82

=====

Calculated values (kcal per mole) of energy relative to the best compared isomer or geometry (same formula, charge and spin) for the records, taken in order: 32.2 83.7 38.2 0.6 57.5 61.2 47.2 17.1 133.2.